This record from the OMol25 dataset describes a 2-piece molecular cluster, C5H16N3 overall at a distorted geometry. The level of theory is the ωB97M-V functional and the def2-TZVPD basis.

Each line ends with the Löwdin spin population.
Cartesian coordinates (Å):
C 1.19282 -1.86472 1.66141  0.0760
C 1.43516 1.23136 -1.06626  0.0386
C -0.87577 2.06943 -1.56428  0.0260
C -0.05133 -1.11975 1.22024  0.6871
C -0.25565 -0.22347 -1.27380  0.5226
N -0.54902 -0.13598 2.38536  0.0707
N -1.42292 -0.79237 -1.77442  0.1880
N -0.00225 1.07030 -1.13917  0.1885
H 1.47398 -2.67122 1.04036  0.0005
H 1.96756 -1.17114 1.79322  0.0062
H 0.97125 -2.43559 2.67062  0.0372
H 1.83366 0.42663 -0.45846  0.0072
H 1.82646 1.06283 -2.05847  0.0121
H 1.82626 2.16932 -0.57782  0.0004
H -0.37275 3.09842 -1.35646  0.0004
H -1.19146 1.84054 -2.59133  0.0094
H -1.76387 2.16055 -0.92158  0.0073
H -0.88269 -1.79696 1.06813  0.0253
H 0.26560 -0.95108 -0.74645  0.0556
H 0.26194 0.30920 2.81916  0.0036
H -1.22784 0.55361 2.08607  0.0067
H -1.81380 -0.27952 -2.51925  0.0088
H -1.58430 -1.78172 -1.77482  0.0045
H -1.06104 -0.76868 3.07801  0.0174

Cartesian forces, eV/Å:
-2.2 -0.2 2.1
0.7 1.1 0.5
-0.2 2.6 0.3
-0.3 -0.7 3.0
-1.4 -3.4 -2.3
0.0 -2.5 -0.2
-0.6 1.2 0.8
1.6 0.8 2.9
0.2 -0.5 -1.2
1.5 0.7 0.3
0.3 1.3 -1.5
0.1 -0.2 0.1
0.6 0.3 -0.4
-0.8 -0.6 -0.8
-0.7 -1.7 -1.2
0.0 1.0 -0.1
-0.1 -0.4 -0.3
-0.4 0.4 -0.7
1.4 -0.6 0.8
-0.2 0.1 0.1
0.0 0.3 -0.4
-0.8 0.0 -1.0
0.3 0.1 -0.1
1.0 1.1 -0.7

The spin multiplicity is 3. Its total charge is +1. For the energy relative to the best compared isomer or geometry (same formula, charge and spin), the calculation gives 0.712 eV. The HOMO-LUMO gap (spin up / spin down) is 4.28 / 6.98 eV. For the total energy, the calculation gives -363.90960 hartree.